i:
C33H66O33 | ωB97M-V/def2-TZVPD

Structure (XYZ):
```
132
Properties=species:S:1:pos:R:3:lowdin_charge:R:1
C -3.634 1.180 -5.949 -0.03
O -4.234 1.370 -7.216 0.01
C -4.373 0.393 -8.045 -0.61
O -4.368 -0.822 -7.773 0.09
O -4.484 0.967 -9.243 -0.01
C -4.287 0.228 -10.463 -0.02
H -4.234 0.419 -5.451 0.10
H -3.685 2.087 -5.346 0.09
H -2.570 0.946 -5.991 0.10
H -5.102 -0.474 -10.641 0.10
H -3.316 -0.253 -10.349 0.10
H -4.147 0.881 -11.324 0.09
C 1.019 -2.575 -0.825 -0.03
O 0.915 -1.683 0.286 0.05
C -0.103 -0.929 0.446 -0.63
O -1.122 -0.806 -0.260 0.07
O 0.091 -0.164 1.511 -0.01
C -0.896 0.833 1.919 -0.01
H 0.797 -2.035 -1.746 0.09
H 0.357 -3.425 -0.989 0.10
H 1.994 -2.966 -1.118 0.09
H -0.723 1.050 2.973 0.09
H -1.934 0.505 1.872 0.09
H -0.703 1.689 1.273 0.10
C 4.805 -5.511 -12.685 -0.04
O 3.941 -6.424 -11.984 0.00
C 3.502 -5.965 -10.802 -0.64
O 3.245 -4.818 -10.489 0.12
O 3.258 -7.023 -10.100 0.03
C 2.688 -6.758 -8.835 -0.05
H 5.405 -6.120 -13.361 0.09
H 5.522 -5.038 -12.014 0.10
H 4.277 -4.727 -13.228 0.09
H 3.344 -6.125 -8.236 0.09
H 2.481 -7.647 -8.240 0.10
H 1.800 -6.131 -8.918 0.10
C 3.705 1.601 6.810 -0.01
O 3.882 1.602 8.228 0.00
C 2.912 1.511 9.063 -0.56
O 1.717 1.206 8.813 0.08
O 3.478 1.861 10.257 0.00
C 2.820 1.620 11.458 -0.09
H 3.306 0.631 6.514 0.10
H 4.735 1.741 6.481 0.09
H 3.205 2.496 6.439 0.10
H 3.078 2.382 12.194 0.09
H 2.926 0.652 11.948 0.09
H 1.735 1.708 11.389 0.09
C -1.722 7.441 -1.803 -0.03
O -0.309 7.687 -2.039 -0.03
C 0.650 7.353 -1.097 -0.65
O 0.588 6.983 -0.018 0.19
O 1.772 7.468 -1.775 -0.01
C 3.128 7.177 -1.257 0.00
H -2.209 8.314 -1.369 0.09
H -1.930 6.612 -1.127 0.09
H -2.150 7.314 -2.798 0.09
H 3.928 6.948 -1.960 0.09
H 3.187 6.320 -0.586 0.08
H 3.359 8.050 -0.647 0.09
C -1.772 -4.192 4.521 -0.02
O -0.769 -3.832 5.486 -0.04
C 0.273 -4.659 5.797 -0.62
O 0.409 -5.798 5.431 0.12
O 1.123 -4.039 6.556 0.02
C 2.295 -4.698 7.042 -0.03
H -2.331 -3.261 4.430 0.09
H -2.337 -4.920 5.101 0.10
H -1.335 -4.586 3.603 0.10
H 2.876 -5.306 6.348 0.09
H 1.916 -5.399 7.786 0.10
H 3.054 -4.079 7.519 0.09
C -3.366 7.817 6.847 -0.01
O -4.104 7.811 8.105 0.02
C -4.432 8.978 8.578 -0.53
O -4.042 10.087 8.127 0.06
O -5.015 8.865 9.836 -0.03
C -5.478 10.012 10.516 -0.07
H -3.689 6.888 6.378 0.09
H -2.308 7.665 7.058 0.10
H -3.533 8.660 6.176 0.10
H -4.728 10.802 10.535 0.09
H -5.582 9.609 11.523 0.09
H -6.464 10.370 10.220 0.09
C -5.743 -9.773 -4.345 -0.07
O -5.049 -8.618 -3.987 -0.06
C -3.711 -8.637 -3.619 -0.49
O -2.944 -9.589 -3.692 0.12
O -3.265 -7.391 -3.245 -0.01
C -4.133 -6.239 -3.142 -0.04
H -6.755 -9.444 -4.584 0.10
H -5.756 -10.486 -3.520 0.10
H -5.287 -10.317 -5.172 0.10
H -3.696 -5.452 -3.756 0.09
H -4.146 -5.877 -2.114 0.09
H -5.166 -6.307 -3.483 0.09
C 7.718 -6.413 -5.563 -0.08
O 7.963 -5.051 -5.566 -0.01
C 8.526 -4.397 -6.594 -0.52
O 9.345 -4.838 -7.384 0.12
O 8.130 -3.060 -6.471 -0.03
C 8.694 -2.046 -7.345 -0.04
H 8.535 -7.066 -5.256 0.10
H 7.256 -6.827 -6.459 0.10
H 6.887 -6.523 -4.866 0.09
H 9.782 -2.012 -7.297 0.09
H 8.200 -1.076 -7.275 0.09
H 8.529 -2.300 -8.392 0.08
C 7.607 0.174 -0.124 -0.05
O 6.389 -0.115 -0.815 0.01
C 6.093 0.774 -1.772 -0.61
O 6.831 1.661 -2.280 0.07
O 4.904 0.552 -2.156 0.03
C 4.336 1.351 -3.144 -0.05
H 7.819 -0.641 0.568 0.09
H 7.547 1.102 0.445 0.10
H 8.468 0.274 -0.785 0.09
H 4.535 2.415 -3.012 0.10
H 3.307 1.015 -3.268 0.10
H 4.806 1.192 -4.114 0.10
C -10.429 5.890 9.798 -0.04
O -9.261 5.222 9.257 -0.01
C -9.199 4.527 8.096 -0.57
O -10.121 4.358 7.318 0.11
O -7.938 4.115 7.963 0.00
C -7.470 3.607 6.733 -0.06
H -10.468 6.865 9.313 0.09
H -10.499 6.115 10.862 0.09
H -11.405 5.425 9.662 0.09
H -6.539 3.130 7.038 0.09
H -7.198 4.351 5.985 0.10
H -8.003 2.779 6.264 0.10
```

LUMO	0.13	eV
E_HOMO	-10.608	eV
charge	0
SMILES	COC(=O)OC.COC(=O)OC.COC(=O)OC.COC(=O)OC.COC(=O)OC.COC(=O)OC.COC(=O)OC.COC(=O)OC.COC(=O)OC.COC(=O)OC.COC(=O)OC

***

ii:
C33H66O33 | ωB97M-V/def2-TZVPD

Structure (XYZ):
```
132
Properties=species:S:1:pos:R:3:lowdin_charge:R:1
C 7.185 1.305 -4.920 -0.04
O 5.837 0.966 -4.611 0.01
C 5.638 0.266 -3.502 -0.63
O 6.505 -0.080 -2.740 0.11
O 4.366 -0.027 -3.371 0.03
C 3.963 -1.019 -2.454 -0.03
H 7.468 2.160 -4.304 0.10
H 7.229 1.552 -5.978 0.09
H 7.844 0.457 -4.734 0.10
H 4.759 -1.457 -1.851 0.10
H 3.551 -1.858 -3.009 0.09
H 3.240 -0.645 -1.734 0.07
C 0.099 1.254 -3.555 -0.03
O -0.096 2.283 -2.590 0.00
C 0.908 2.538 -1.759 -0.64
O 2.007 2.079 -1.836 0.13
O 0.495 3.423 -0.888 0.02
C 1.405 3.801 0.132 -0.01
H 0.091 0.289 -3.052 0.08
H 1.022 1.437 -4.109 0.10
H -0.702 1.290 -4.288 0.10
H 1.956 2.927 0.492 0.09
H 0.848 4.243 0.947 0.07
H 2.165 4.492 -0.232 0.11
C 3.143 -2.507 2.298 -0.06
O 2.595 -3.719 2.765 0.03
C 1.481 -4.102 2.151 -0.63
O 0.817 -3.392 1.430 0.08
O 1.186 -5.324 2.518 0.03
C -0.080 -5.895 2.194 -0.02
H 2.482 -1.667 2.525 0.06
H 3.352 -2.554 1.229 0.09
H 4.079 -2.243 2.785 0.09
H 0.056 -6.535 1.323 0.09
H -0.863 -5.190 1.917 0.08
H -0.355 -6.449 3.088 0.10
C -2.534 1.912 0.148 -0.01
O -1.672 1.022 0.863 0.00
C -0.835 0.262 0.167 -0.60
O -0.936 0.009 -1.000 0.13
O 0.046 -0.250 1.013 0.02
C 1.319 -0.606 0.493 -0.02
H -1.997 2.542 -0.562 0.09
H -3.017 2.554 0.877 0.09
H -3.268 1.319 -0.397 0.07
H 2.157 -0.260 1.105 0.09
H 1.453 -0.284 -0.536 0.08
H 1.447 -1.692 0.574 0.06
C -1.769 5.291 1.822 -0.05
O -1.880 6.391 0.952 0.03
C -2.771 6.347 -0.013 -0.61
O -3.478 5.408 -0.283 0.13
O -2.723 7.495 -0.687 0.01
C -3.350 7.549 -1.952 -0.04
H -1.961 4.391 1.239 0.07
H -2.384 5.316 2.727 0.11
H -0.782 5.245 2.285 0.09
H -4.287 6.991 -1.924 0.08
H -2.754 7.136 -2.768 0.10
H -3.528 8.598 -2.173 0.09
C -4.307 -0.660 3.509 -0.04
O -3.948 -1.400 2.359 0.00
C -4.362 -0.969 1.180 -0.62
O -5.061 -0.023 0.946 0.13
O -3.789 -1.764 0.292 0.00
C -4.163 -1.738 -1.086 0.00
H -3.767 0.294 3.488 0.10
H -4.097 -1.205 4.421 0.09
H -5.349 -0.332 3.482 0.10
H -5.040 -2.380 -1.142 0.11
H -3.332 -2.009 -1.727 0.08
H -4.388 -0.720 -1.415 0.08
C -7.728 6.155 -1.785 -0.06
O -7.484 4.871 -2.291 0.01
C -7.051 3.965 -1.420 -0.62
O -6.992 4.129 -0.234 0.14
O -6.650 2.901 -2.091 0.02
C -6.118 1.803 -1.377 -0.06
H -6.849 6.533 -1.253 0.09
H -8.505 6.202 -1.017 0.10
H -7.992 6.865 -2.562 0.09
H -5.375 1.328 -2.018 0.09
H -6.935 1.111 -1.168 0.10
H -5.585 1.913 -0.433 0.07
C 6.008 -4.453 0.849 -0.04
O 5.351 -4.315 -0.387 0.04
C 4.041 -4.448 -0.394 -0.60
O 3.358 -4.875 0.499 0.14
O 3.566 -4.033 -1.571 0.00
C 2.160 -4.145 -1.747 -0.04
H 7.016 -4.062 0.740 0.10
H 6.002 -5.473 1.237 0.10
H 5.592 -3.891 1.693 0.09
H 1.840 -5.184 -1.713 0.11
H 1.944 -3.669 -2.704 0.10
H 1.629 -3.527 -1.022 0.06
C -1.133 -1.702 3.764 0.01
O 0.238 -1.331 4.027 0.03
C 0.675 -0.111 3.921 -0.62
O 1.831 0.198 3.872 0.13
O -0.345 0.770 3.841 -0.03
C -0.123 2.100 3.442 -0.05
H -1.774 -1.668 4.630 0.09
H -1.050 -2.617 3.179 0.09
H -1.406 -1.057 2.925 0.08
H 0.227 2.715 4.280 0.10
H -1.051 2.605 3.175 0.08
H 0.610 2.116 2.637 0.09
C 4.784 1.917 -0.481 -0.03
O 4.853 2.132 0.921 0.03
C 5.008 1.075 1.660 -0.64
O 5.102 -0.043 1.244 0.13
O 4.973 1.456 2.944 0.01
C 5.046 0.443 3.938 -0.04
H 5.722 1.498 -0.859 0.09
H 4.702 2.859 -1.014 0.10
H 3.992 1.228 -0.750 0.06
H 4.192 -0.231 3.835 0.06
H 4.959 1.010 4.860 0.10
H 5.943 -0.177 3.898 0.10
C -3.406 -7.111 -2.438 -0.04
O -3.110 -5.731 -2.332 0.00
C -2.148 -5.282 -1.553 -0.62
O -1.617 -5.910 -0.671 0.13
O -1.896 -4.029 -1.875 0.01
C -0.960 -3.256 -1.148 -0.04
H -2.497 -7.714 -2.471 0.10
H -3.948 -7.262 -3.367 0.09
H -4.003 -7.401 -1.573 0.10
H -0.717 -2.379 -1.746 0.09
H -0.115 -3.878 -0.861 0.06
H -1.366 -2.806 -0.235 0.10
```

LUMO	0.56	eV
E_HOMO	-10.347	eV
charge	0
SMILES	COC(=O)OC.COC(=O)OC.COC(=O)OC.COC(=O)OC.COC(=O)OC.COC(=O)OC.COC(=O)OC.COC(=O)OC.COC(=O)OC.COC(=O)OC.COC(=O)OC

***

Verdict on stability: i comes out at the bottom.

***

i:
C21H56O7 | ωB97M-V/def2-TZVPD

Structure (XYZ):
```
84
Properties=species:S:1:pos:R:3:lowdin_charge:R:1
C -0.800 0.580 3.208 -0.08
C -1.363 0.768 4.621 -0.40
C -2.173 -0.489 5.099 -0.05
O -0.316 0.965 5.575 -0.05
H -0.124 1.425 3.081 0.08
H -1.506 0.592 2.378 0.05
H -0.264 -0.349 3.012 0.07
H -2.073 1.594 4.595 0.13
H -2.874 -0.381 5.926 0.07
H -1.670 -1.424 5.345 0.07
H -2.840 -0.848 4.314 0.06
H 0.193 1.779 5.568 0.09
C 2.789 -3.712 1.918 -0.01
C 2.205 -2.401 1.220 -0.31
C 1.051 -1.869 2.040 -0.06
O 3.211 -1.363 1.062 0.00
H 2.491 -3.789 2.964 0.07
H 3.877 -3.741 1.989 0.07
H 2.430 -4.634 1.461 0.07
H 1.794 -2.593 0.229 0.12
H 0.326 -2.615 2.363 0.11
H 0.590 -1.015 1.543 0.03
H 1.435 -1.494 2.989 0.10
H 4.079 -1.752 0.939 0.17
C -2.023 -0.906 0.366 0.00
C -1.032 0.049 -0.242 -0.42
C -0.319 0.959 0.812 -0.15
O -0.076 -0.691 -0.927 -0.15
H -2.813 -0.422 0.941 0.10
H -1.614 -1.772 0.885 0.09
H -2.520 -1.376 -0.483 0.08
H -1.345 0.812 -0.955 0.07
H -0.067 1.924 0.373 0.08
H 0.596 0.462 1.136 0.01
H -1.017 1.061 1.643 0.01
H -0.549 -1.464 -1.247 -0.11
C 1.978 0.486 -0.116 -0.08
C 2.822 1.095 1.003 -0.35
C 2.073 1.145 2.388 -0.05
O 4.003 0.295 0.996 -0.07
H 1.890 -0.596 -0.017 0.08
H 2.341 0.784 -1.100 0.09
H 1.032 1.017 -0.223 0.04
H 3.053 2.143 0.808 0.13
H 1.316 0.362 2.433 0.00
H 1.621 2.127 2.531 0.08
H 2.782 1.044 3.210 0.10
H 3.783 -0.594 1.281 -0.26
C -3.130 5.148 -1.821 -0.07
C -2.884 4.179 -0.649 -0.47
C -1.451 3.523 -0.869 -0.03
O -3.037 4.815 0.559 -0.02
H -4.004 5.762 -1.603 0.07
H -3.405 4.560 -2.697 0.07
H -2.369 5.860 -2.138 0.08
H -3.608 3.365 -0.677 0.13
H -0.654 4.265 -0.810 0.09
H -1.244 3.031 -1.819 0.07
H -1.204 2.705 -0.193 0.02
H -2.187 5.174 0.823 0.09
C 1.378 -4.135 -2.400 -0.04
C 0.364 -3.285 -3.119 -0.37
C -0.721 -2.669 -2.142 0.00
O 1.087 -2.284 -3.888 -0.07
H 1.974 -4.684 -3.129 0.09
H 0.740 -4.732 -1.749 0.08
H 2.114 -3.549 -1.850 0.08
H -0.143 -3.909 -3.855 0.14
H -1.064 -3.410 -1.420 0.11
H -1.604 -2.250 -2.625 0.11
H -0.172 -1.932 -1.556 0.00
H 0.451 -2.055 -4.570 0.09
C -1.024 0.378 -2.832 -0.05
C -0.191 0.792 -4.115 -0.39
C 1.288 0.322 -4.010 -0.03
O -0.816 0.140 -5.213 -0.06
H -0.650 0.984 -2.007 0.05
H -1.099 -0.673 -2.552 0.05
H -2.074 0.665 -2.790 0.10
H -0.147 1.857 -4.343 0.12
H 1.776 0.615 -4.940 0.08
H 1.240 -0.753 -3.836 0.01
H 1.817 0.782 -3.174 0.07
H -1.730 0.220 -4.930 0.07
```

LUMO	0.36	eV
E_HOMO	-7.995	eV
charge	0

***

ii:
C21H56O7 | ωB97M-V/def2-TZVPD

Structure (XYZ):
```
84
Properties=species:S:1:pos:R:3:lowdin_charge:R:1
C 0.386 -3.428 -4.039 -0.06
C 1.066 -2.106 -3.856 -0.47
C 0.220 -1.380 -2.836 -0.08
O 2.403 -2.080 -3.259 -0.08
H 0.430 -4.002 -3.114 0.09
H 0.880 -3.983 -4.758 0.04
H -0.734 -3.277 -4.306 0.12
H 1.155 -1.462 -4.795 0.16
H 0.271 -1.845 -1.873 0.06
H -0.824 -1.414 -3.084 0.06
H 0.536 -0.340 -2.656 0.09
H 2.949 -1.970 -4.067 0.10
C 1.353 -1.994 2.481 -0.06
C 0.035 -2.005 1.755 -0.48
C -0.494 -3.437 1.574 -0.03
O -0.825 -1.073 2.436 -0.06
H 1.335 -2.311 3.523 0.08
H 1.855 -0.966 2.238 0.10
H 2.015 -2.716 2.006 0.07
H 0.315 -1.545 0.791 0.12
H -1.527 -3.429 1.192 0.06
H -0.539 -3.976 2.580 0.11
H 0.150 -3.980 0.866 0.08
H -1.656 -1.101 1.996 0.06
C 4.219 -1.806 -0.814 -0.07
C 5.109 -1.228 0.255 -0.49
C 5.761 -2.312 1.106 -0.06
O 6.199 -0.459 -0.319 -0.05
H 3.512 -1.054 -1.153 0.07
H 3.610 -2.626 -0.445 0.08
H 4.804 -2.240 -1.576 0.07
H 4.484 -0.564 0.862 0.12
H 5.021 -2.957 1.516 0.05
H 6.405 -1.904 1.865 0.07
H 6.388 -2.980 0.385 0.12
H 5.693 0.080 -0.914 0.06
C -2.515 3.756 -3.354 -0.08
C -1.167 3.271 -2.998 -0.51
C -0.278 3.348 -4.267 -0.04
O -0.757 4.104 -1.922 -0.06
H -2.819 3.277 -4.255 0.07
H -2.471 4.867 -3.510 0.11
H -3.258 3.457 -2.645 0.07
H -1.291 2.211 -2.742 0.13
H -0.373 4.408 -4.574 0.09
H -0.688 2.704 -5.067 0.09
H 0.680 3.026 -3.998 0.05
H 0.189 3.994 -1.733 0.08
C -2.818 0.410 4.467 -0.05
C -1.810 1.579 4.323 -0.47
C -0.796 1.609 5.438 -0.06
O -1.256 1.504 3.012 -0.12
H -3.574 0.613 5.239 0.08
H -2.342 -0.543 4.763 0.09
H -3.371 0.176 3.614 0.04
H -2.344 2.538 4.327 0.14
H -0.156 0.714 5.369 0.08
H -1.335 1.645 6.405 0.09
H -0.096 2.477 5.395 0.09
H -0.921 0.555 2.822 0.08
C -3.816 -2.141 -0.746 -0.05
C -3.234 -0.711 -0.856 -0.51
C -4.083 0.224 -0.092 -0.06
O -1.931 -0.825 -0.335 -0.07
H -3.837 -2.431 0.327 0.09
H -3.338 -2.834 -1.408 0.06
H -4.826 -2.108 -1.135 0.07
H -3.224 -0.435 -1.916 0.14
H -3.694 1.220 -0.110 0.07
H -4.213 -0.029 0.961 0.08
H -5.098 0.186 -0.466 0.08
H -1.559 0.075 -0.273 0.05
C 0.152 3.800 0.942 -0.02
C 0.379 2.348 0.331 -0.41
C 1.479 1.652 1.138 -0.05
O -0.840 1.585 0.279 -0.06
H -0.409 4.284 0.161 0.04
H 1.151 4.299 1.076 0.10
H -0.354 3.688 1.912 0.07
H 0.690 2.525 -0.650 0.09
H 2.522 1.805 0.820 0.08
H 1.422 0.575 0.980 0.04
H 1.498 1.827 2.228 0.09
H -1.231 1.591 1.157 0.05
```

LUMO	0.48	eV
E_HOMO	-10.115	eV
charge	0
SMILES	CC(C)O.CC(C)O.CC(C)O.CC(C)O.CC(C)O.CC(C)O.CC(C)O

***

Verdict on stability: i comes out at the bottom.

***

i:
B3CaF12N2O6 | ωB97M-V/def2-TZVPD

Structure (XYZ):
```
24
Properties=species:S:1:pos:R:3:nbo_charge:R:1
Ca -3.510 -0.099 -11.403 1.83
N -1.609 -3.090 -11.758 0.73
O -2.369 -2.087 -11.693 -0.62
O -1.801 -4.064 -11.000 -0.54
O -0.595 -3.047 -12.481 -0.54
N -4.873 3.158 -11.052 0.73
O -5.345 3.120 -9.900 -0.52
O -4.769 4.246 -11.667 -0.56
O -4.406 2.116 -11.590 -0.61
B -4.560 -0.987 -13.898 1.33
F -3.850 -2.067 -14.384 -0.56
F -3.764 0.173 -13.687 -0.58
F -5.595 -0.645 -14.809 -0.59
F -5.168 -1.325 -12.644 -0.58
B -4.714 -0.620 -8.961 1.32
F -5.477 -0.220 -10.105 -0.58
F -3.737 0.354 -8.740 -0.56
F -5.514 -0.803 -7.820 -0.57
F -4.150 -1.839 -9.401 -0.57
B -1.165 1.347 -11.047 1.33
F -1.694 1.187 -12.339 -0.57
F 0.255 1.378 -11.063 -0.58
F -1.631 2.516 -10.438 -0.56
F -1.596 0.197 -10.308 -0.58
```

LUMO	7.79	eV
E_HOMO	-0.360	eV
charge	-3

***

ii:
B3CaF12N2O6 | ωB97M-V/def2-TZVPD

Structure (XYZ):
```
24
Properties=species:S:1:pos:R:3:nbo_charge:R:1
Ca -13.106 11.930 -1.857 1.83
N -14.484 10.601 1.190 0.73
O -15.342 11.270 1.807 -0.51
O -14.066 9.501 1.650 -0.56
O -14.005 11.035 0.104 -0.62
N -16.201 13.625 -1.605 0.72
O -16.645 14.468 -2.424 -0.57
O -14.983 13.294 -1.656 -0.61
O -16.970 13.056 -0.805 -0.51
B -12.057 13.227 -4.025 1.31
F -11.233 12.148 -3.702 -0.57
F -12.343 13.838 -2.795 -0.58
F -11.582 14.120 -4.973 -0.56
F -13.285 12.620 -4.411 -0.57
B -13.908 9.661 -3.496 1.34
F -12.574 9.929 -3.141 -0.58
F -14.721 10.756 -3.092 -0.58
F -13.969 9.515 -4.901 -0.58
F -14.372 8.498 -2.876 -0.57
B -11.047 12.760 -0.238 1.33
F -12.312 13.431 -0.157 -0.57
F -11.229 11.523 -0.867 -0.58
F -10.080 13.560 -0.845 -0.56
F -10.579 12.485 1.078 -0.58
```

LUMO	7.70	eV
E_HOMO	-0.049	eV
charge	-3

***

Verdict on stability: ii comes out at the bottom.